1.
Molecular formula: C57H153N10O22
Method: DFT, the ωB97M-V functional and the def2-TZVPD basis

```
242
Properties=species:S:1:pos:R:3:forces:R:3
C -0.5709 8.9784 -23.1614 -0.3383 -1.0001 0.6305
C -1.2864 10.0704 -22.3490 0.7881 0.8869 -1.6359
C -2.4672 10.5194 -23.2130 -1.2941 0.3254 0.2045
C -3.4351 11.4911 -22.5026 1.3092 -0.5110 -0.0879
C -3.8800 10.8588 -21.1912 0.0633 0.8462 -0.0329
C -2.7220 10.3676 -20.2978 -0.6070 0.2787 -0.5904
N -1.8090 9.5571 -21.1065 -0.4853 -1.0006 0.1846
O -0.8773 8.8770 -20.3052 0.4335 0.1578 -0.0878
C -3.4344 9.4534 -19.2920 1.2995 -0.0393 -0.0678
C -2.0935 11.5764 -19.5752 -0.3522 0.1625 -0.1250
C -0.2601 11.2301 -22.3642 -0.2221 0.6280 1.6290
H -0.2395 9.3299 -24.1393 -0.0650 0.2168 0.0494
H -1.2550 8.1356 -23.3158 0.0802 0.0532 -0.1559
H 0.2736 8.5755 -22.6000 0.0852 0.1617 0.0077
H -3.0552 9.6230 -23.4477 0.0787 -0.0531 -0.0565
H -2.1525 11.0212 -24.1311 0.2999 -0.3253 -0.1068
H -4.2368 11.7598 -23.1936 -0.1219 0.0397 0.1483
H -2.8367 12.3942 -22.3438 -0.3080 0.2167 0.2899
H -4.5784 10.0398 -21.3621 0.1130 -0.2020 -0.1541
H -4.4317 11.5964 -20.5958 0.0682 -0.0272 -0.0022
H -2.7362 9.1795 -18.4995 -0.2500 0.1813 0.0393
H -3.6953 8.5185 -19.7884 -0.2850 0.1219 -0.0660
H -4.3152 9.9670 -18.9058 0.1744 0.0006 0.0662
H -2.1968 12.5024 -20.1490 0.2797 -0.1224 -0.2675
H -1.0445 11.4047 -19.3435 -0.0739 -0.0604 0.1631
H -2.6701 11.8098 -18.6743 0.2633 -0.3009 0.1133
H -0.5982 12.0962 -21.7810 -0.2863 0.0778 -0.2651
H -0.0766 11.5584 -23.3864 0.2218 -0.1284 -0.0002
H 0.6585 10.9800 -21.8288 0.1050 -0.4000 -0.4525
C -8.3814 6.7115 -22.3164 -0.3536 0.3542 -0.7259
C -6.8879 6.7536 -22.6314 -0.4101 -0.0196 -0.0262
C -6.5556 6.8888 -24.1194 -0.4307 -0.5956 1.0080
O -7.0900 5.7624 -24.8033 0.7365 0.3091 0.0474
C -6.6920 5.8053 -26.1610 -0.5938 -0.0297 -0.5059
N -6.2440 7.8472 -21.8941 0.0937 -0.8165 0.3783
H -8.9495 7.5540 -22.7269 0.3833 0.2694 -0.0658
H -8.5787 6.7329 -21.2437 0.1085 -0.3398 0.0457
H -8.8324 5.8491 -22.8102 0.0565 -0.2311 0.3743
H -6.4912 5.8009 -22.2525 0.1178 -0.1586 -0.4167
H -5.4603 6.9354 -24.1500 -0.0051 -0.1160 -0.4293
H -6.9737 7.8086 -24.5351 0.0081 0.1530 -0.0324
H -7.1471 6.6714 -26.6553 0.0710 0.1917 0.0094
H -7.1055 4.9304 -26.6641 0.0767 -0.1381 0.1462
H -5.6126 5.8354 -26.3331 -0.2002 -0.0967 0.3309
H -6.3626 7.5340 -20.9311 0.0659 0.5927 0.2886
H -5.2279 7.7714 -22.0250 -0.0379 0.1549 -0.1173
C -1.3247 13.0184 -28.1339 1.3665 0.0733 0.0753
C -0.8779 11.9880 -29.1862 -1.0695 0.2498 0.6597
C -0.6977 10.6236 -28.5251 -0.4107 -0.2590 -0.3538
O 0.3448 10.6160 -27.5822 0.5451 0.0531 -0.0997
C 0.6089 9.3065 -27.1126 -0.2255 0.2553 0.5566
N -1.9597 11.8630 -30.1839 -0.2745 -0.1732 0.1732
H -2.2047 12.6882 -27.5822 0.0192 -0.1542 -0.0068
H -1.5164 13.9973 -28.5785 -0.1194 -0.0532 -0.1783
H -0.4768 13.1702 -27.4597 -0.2840 0.0110 0.3272
H 0.0468 12.3063 -29.6702 -0.0081 -0.0140 -0.0359
H -0.5348 9.8448 -29.2813 0.1566 0.1269 -0.1858
H -1.6435 10.3540 -28.0313 -0.0248 0.0536 0.1026
H 1.2367 9.3792 -26.2268 -0.0717 0.2186 0.1066
H 1.1660 8.6697 -27.8064 -0.2391 0.1259 -0.4583
H -0.3403 8.8490 -26.8211 0.0528 -0.2954 -0.0141
H -2.3765 12.7867 -30.2691 0.2791 0.1191 -0.4038
H -2.7241 11.3955 -29.6920 0.1008 -0.3426 -0.1719
C -7.3199 11.0330 -20.8264 -0.4414 0.8920 0.9312
C -7.6991 11.1048 -22.2923 -0.5754 -0.3139 0.7602
C -7.8325 12.5452 -22.8002 0.8874 -0.5215 -0.3120
O -8.6601 13.4221 -22.0834 -0.1421 -0.1352 0.5188
C -10.0406 13.1290 -22.2060 0.4778 -0.7987 0.4374
N -6.7089 10.3972 -23.1002 0.1826 -0.6580 -0.2128
H -7.4370 10.0282 -20.4231 0.5564 -0.1981 -0.2367
H -7.9551 11.6376 -20.1652 -0.2248 0.1683 -0.3688
H -6.3227 11.4565 -20.6835 -0.0520 -0.4558 0.0689
H -8.6634 10.5891 -22.3682 0.0725 -0.0611 -0.4236
H -8.0876 12.5013 -23.8656 -0.1595 0.0990 -0.0461
H -6.8105 12.9316 -22.7245 -0.0879 0.3995 -0.0728
H -10.5724 13.5752 -21.3664 -0.0013 0.7939 -0.4376
H -10.2506 12.0692 -22.0128 0.1906 -0.1378 -0.4820
H -10.3522 13.4043 -23.2140 -0.5559 0.1105 0.1582
H -6.5968 9.4180 -22.7366 -0.5948 0.6533 -0.0758
H -5.7821 10.7423 -22.8615 -0.1712 0.4377 -0.2326
C -7.6612 9.3734 -13.1894 0.1902 -0.1900 0.7263
C -6.6843 10.3319 -13.8745 -0.0170 -0.8237 -0.8296
C -6.1653 9.6947 -15.1660 0.1506 0.6659 -0.2943
O -5.1101 10.4236 -15.7883 0.3030 -0.2712 0.2881
C -5.4484 11.4646 -16.6903 -0.8233 -1.0006 0.3612
N -7.3378 11.6250 -14.0792 0.1818 0.3234 0.7004
H -7.8752 9.7430 -12.1830 -0.2196 0.1359 -0.0832
H -7.2418 8.3789 -13.0121 0.2741 0.0666 -0.2154
H -8.6085 9.2165 -13.7040 0.0738 0.3529 -0.2426
H -5.7870 10.4280 -13.2520 -0.0226 0.0000 0.1225
H -6.9284 9.5382 -15.9349 -0.4115 -0.0312 0.3293
H -5.7507 8.7279 -14.8756 0.0877 -0.0288 -0.1936
H -5.6405 12.3810 -16.1301 0.2000 0.0877 -0.4193
H -6.3665 11.2166 -17.2379 -0.0188 -0.0557 -0.0943
H -4.6270 11.5346 -17.3994 -0.0792 0.3293 0.1462
H -7.1647 12.1158 -13.2038 -0.5475 0.1996 -0.0510
H -6.8515 12.2069 -14.7464 0.1217 -0.2381 -0.2328
C -8.8538 4.0169 -19.2171 0.0579 0.1796 0.1114
C -7.5154 4.7282 -19.2619 0.9418 0.1061 0.4666
C -7.5218 6.0980 -18.5355 0.4647 -0.8790 -0.1180
O -6.3227 6.7963 -18.8465 -1.0668 0.4480 -0.5627
C -6.2141 8.0117 -18.1199 0.9494 0.0416 0.0433
N -6.4422 3.8793 -18.7471 0.4744 -0.2429 0.5078
H -8.8387 3.1463 -19.8707 -0.1276 0.1817 -0.2355
H -9.6292 4.7363 -19.4841 -0.1811 -0.2935 -0.2546
H -9.1082 3.6213 -18.2300 0.2176 0.2325 0.1831
H -7.1533 4.8382 -20.2883 -0.7142 0.5829 -0.1999
H -7.4656 5.8820 -17.4612 -0.5234 0.0371 0.1588
H -8.4123 6.6865 -18.7737 0.0098 0.1580 -0.0138
H -7.0723 8.6868 -18.0347 -0.6535 -0.6453 -0.3422
H -5.4666 8.6159 -18.6346 -0.0111 -0.4150 0.3670
H -5.8920 7.7545 -17.1098 0.1397 0.2580 0.1418
H -5.6021 4.4500 -18.6862 0.0677 -0.1326 -0.1912
H -6.5935 3.5555 -17.7951 -0.3354 0.0670 -0.0411
C 3.7142 10.8854 -22.4985 0.3611 0.1496 0.3003
C 3.9769 9.4304 -22.8465 0.1856 0.5865 0.1056
C 3.6956 9.2320 -24.3484 -0.0940 -0.1974 1.7785
O 3.8735 7.8421 -24.5709 0.0446 0.7107 -0.6190
C 3.8801 7.5037 -25.9330 -0.4896 -0.7224 -0.1864
N 5.3505 8.9993 -22.4302 -0.5070 0.1877 -1.7382
H 4.3900 11.5505 -23.0483 -0.1706 -0.0255 -0.3375
H 3.9158 11.1308 -21.4542 -0.1994 -0.4084 0.0877
H 2.6747 11.1309 -22.7140 0.0518 0.1799 -0.0407
H 3.2660 8.7995 -22.3104 0.0030 0.0100 0.0684
H 4.3302 9.8776 -24.9651 0.1827 -0.2101 -0.1822
H 2.6524 9.5509 -24.4437 -0.1196 -0.2133 -0.5556
H 3.0047 7.8760 -26.4781 0.0306 0.2572 0.1696
H 3.7835 6.4152 -25.9600 0.3349 0.0449 -0.1390
H 4.7796 7.8343 -26.4641 0.0659 -0.0046 0.1378
H 5.5497 8.3304 -23.1813 0.2642 -0.4972 0.5381
H 5.9758 9.7532 -22.7210 0.0193 0.1654 0.5003
C -3.2724 13.3909 -16.2042 0.2692 0.4628 -0.3199
C -2.4496 14.6508 -15.9617 -0.6357 -0.6941 0.2901
C -2.5089 15.6202 -17.1203 1.0066 1.0675 -0.4707
O -1.9854 15.0627 -18.3059 0.2028 -0.6742 0.0185
C -2.3677 15.7296 -19.4857 -0.8542 -0.1505 0.5730
N -2.9710 15.3681 -14.7777 -0.2558 0.3473 -0.6000
H -4.2899 13.6327 -16.5264 0.3152 0.3065 0.0085
H -3.3521 12.8523 -15.2591 0.0760 -0.3411 -0.1535
H -2.8115 12.7802 -16.9823 -0.0736 -0.0966 0.2512
H -1.4192 14.3237 -15.8064 0.0983 0.3526 0.1063
H -1.8719 16.4843 -16.8848 -0.1019 0.0922 0.2709
H -3.4999 16.0573 -17.3052 -0.3267 -0.4570 0.1809
H -3.4437 15.5638 -19.6276 -0.0599 0.0584 -0.2576
H -1.8375 15.2916 -20.3253 0.1953 0.1002 0.0662
H -2.2326 16.8139 -19.4115 0.3529 0.0134 -0.1202
H -3.1707 14.7280 -14.0171 0.3460 -0.1978 -0.0196
H -3.9042 15.6337 -15.0942 0.0007 0.3466 0.3593
C -0.4157 9.6996 -16.4605 0.6720 -0.4632 0.4371
C -0.4461 8.1754 -16.4209 -0.6866 0.1837 -0.3128
C -1.8833 7.6438 -16.2533 -0.4596 0.1189 0.1904
O -1.8538 6.2286 -16.3624 0.2353 -0.4268 -0.1613
C -3.0820 5.6080 -16.1037 -0.1196 0.6099 0.1809
N 0.1772 7.6193 -17.6197 -0.7411 -0.8932 0.5159
H -1.2075 10.0893 -17.1015 -0.1011 0.2236 0.3117
H 0.5437 10.0189 -16.8686 0.0415 -0.1360 -0.2175
H -0.3944 10.0559 -15.4270 -0.6652 0.4242 -0.1353
H 0.0569 7.8125 -15.5179 0.4863 0.0254 -0.2219
H -2.5434 8.1015 -17.0037 0.0552 -0.3426 -0.1265
H -2.3692 7.8530 -15.2878 0.3843 0.4290 0.1995
H -3.4184 5.8107 -15.0775 0.0094 0.0339 0.0916
H -2.9962 4.5290 -16.2113 0.1810 0.0209 -0.2167
H -3.8494 6.0088 -16.7732 -0.1895 -0.1699 -0.1735
H -0.1768 8.0284 -18.4892 0.1150 0.5150 0.2959
H -0.2453 6.6903 -17.6341 0.7220 -0.2578 -0.4318
C 1.4873 13.4234 -25.3185 -0.1483 -0.9800 0.4315
C 0.6942 14.7065 -25.2644 1.2566 0.4884 -1.0298
C -0.5235 14.5864 -24.3677 0.0416 0.4688 -1.1449
O -1.1891 15.8462 -24.3273 0.2789 0.8116 0.5504
C -1.9865 16.0406 -23.1681 0.1758 -0.5071 -0.2127
N 1.6365 15.7525 -24.8034 -0.6594 0.5986 0.2914
H 2.4131 13.4782 -25.8933 -0.1353 0.3449 -0.1888
H 0.9091 12.5910 -25.7295 -0.0159 0.0158 0.0023
H 1.7969 13.1467 -24.3058 -0.0639 -0.0130 0.0256
H 0.4432 14.9921 -26.2936 -0.7204 -0.3099 0.0472
H -0.1414 14.1808 -23.4278 -0.5037 0.3016 0.4062
H -1.2729 13.9512 -24.8468 0.3624 -0.8212 0.2424
H -2.3014 15.0445 -22.8494 -0.2527 0.1591 0.5008
H -2.8704 16.6458 -23.3686 0.0094 -0.0717 -0.4651
H -1.4468 16.5697 -22.3799 0.2663 -0.2548 0.1064
H 1.1327 16.6344 -24.8875 0.0169 0.0008 0.3753
H 2.3680 15.8539 -25.5000 0.1112 -0.3186 0.0676
C 1.8422 11.1539 -19.3271 -0.2711 -0.0040 0.1455
C 3.0765 11.5413 -18.5535 0.8071 -0.0221 -0.0081
O 3.1436 10.8445 -17.3132 -0.1331 0.0016 0.1272
O 1.8149 9.7711 -19.6101 0.0004 0.9507 -0.3144
H 1.7752 11.7616 -20.2408 0.2613 0.0914 -0.0636
H 0.9652 11.4444 -18.7338 0.0079 -0.0269 0.1690
H 3.1458 12.6220 -18.3845 -0.5076 0.0572 -0.0595
H 3.9969 11.3245 -19.1114 -0.1853 -0.3433 -0.1800
H 3.3206 11.4774 -16.6158 -0.0029 0.0091 0.0267
H 0.9342 9.6308 -20.0181 -0.1777 -0.7569 0.2113
C -3.1957 6.9294 -27.2771 0.6593 -0.8649 -1.1908
C -3.6414 7.7857 -26.1266 -1.7338 0.5405 0.1645
O -2.9907 9.0481 -26.0633 0.4619 -0.5417 0.1010
O -3.7326 5.5959 -27.2471 0.7090 0.5051 0.8378
H -2.1020 6.8298 -27.3199 0.0549 0.3492 0.2312
H -3.4853 7.2883 -28.2674 -0.0969 0.5726 0.2612
H -3.6422 7.2442 -25.1727 0.7396 -0.0714 -0.0747
H -4.7101 8.0186 -26.2557 -0.0350 -0.3414 -0.2087
H -3.1210 9.3411 -25.1515 0.2674 0.2320 -0.2331
H -3.2210 5.2073 -26.5005 -0.5907 -0.2571 -0.4593
C -1.2311 4.0364 -24.9680 0.7272 -1.4713 -0.8568
C -0.1921 5.1335 -24.7944 -0.1551 1.0529 0.6226
O 1.1285 4.6454 -24.5567 -0.6796 -0.3849 -0.7862
O -2.5582 4.5117 -25.0819 0.0321 0.7790 0.4669
H -1.0839 3.2398 -24.2337 -0.3129 0.3972 0.5161
H -1.0070 3.5157 -25.9107 0.1890 0.0706 -0.1141
H -0.4013 5.7828 -23.9424 -0.2689 -0.1704 0.0956
H -0.2070 5.7945 -25.6670 -0.0131 -0.0339 -0.1127
H 1.4018 4.2820 -25.4083 0.3460 -0.0951 0.2387
H -3.2321 3.8648 -24.8575 0.2750 -0.2360 0.1847
C -3.1187 6.1039 -22.0143 -1.2635 1.0789 0.3267
C -2.6762 5.8126 -20.5670 -0.4706 0.5272 -1.0424
O -1.3009 6.0255 -20.4475 0.2001 -0.6906 0.1197
O -3.3319 7.5178 -22.2742 0.4462 -0.8700 -0.0443
H -4.1408 5.7727 -22.2297 0.1836 -0.8944 0.2137
H -2.4319 5.6501 -22.7313 0.1219 0.1163 0.0528
H -2.9666 4.7880 -20.3274 0.3450 -0.1270 0.1433
H -3.2030 6.4942 -19.8899 -0.2701 -0.1728 0.0138
H -1.1756 6.9922 -20.4307 0.5575 0.8768 0.1608
H -2.6862 8.0855 -21.7961 0.2154 0.4985 0.1836
C -6.4415 10.4756 -26.6080 -0.0918 -0.6144 0.6614
C -6.1645 11.9580 -26.5221 1.7757 0.9775 -1.1363
O -4.8827 12.1789 -27.1939 0.1207 -0.4929 -0.1595
O -7.5123 10.0700 -25.7897 -0.6231 -0.0858 0.0170
H -5.5279 9.9301 -26.3416 0.1435 0.2754 0.0429
H -6.6944 10.1308 -27.6115 0.0468 0.4271 -0.1830
H -5.9685 12.3402 -25.5180 -0.8769 -0.3913 0.2872
H -6.8279 12.6021 -27.1053 -0.7775 -0.3164 0.5975
H -4.6370 13.0964 -27.0597 -0.0199 0.0750 0.0039
H -7.2695 10.0961 -24.8340 0.3691 0.3768 -0.2070
C 1.9787 6.0946 -21.4002 0.6447 1.0343 0.2782
C 3.5189 6.0609 -21.4387 0.1575 -0.8088 -0.2263
O 4.0215 7.1102 -20.6436 0.0084 0.0710 0.1750
O 1.6242 6.0899 -20.0247 -0.2156 -0.4620 -0.3136
H 1.3953 5.3444 -21.9351 0.6368 -0.3835 -0.2408
H 1.7095 7.0565 -21.8591 -0.1935 0.0928 0.1329
H 3.9690 6.1184 -22.4370 -0.5713 0.0930 -0.2708
H 3.8929 5.1093 -21.0388 -0.2460 -0.0784 0.2018
H 4.6606 7.6262 -21.1524 -0.0110 0.0806 0.1196
H 0.8204 5.5610 -19.9762 -0.1616 0.2977 0.2649
```
Positions in Å, forces in eV/Å.

As for the LUMO energy: 1.890 eV. As for the net charge: -1. The value obtained for the energy relative to the best compared isomer or geometry (same formula, charge and spin) is 0.0 kJ/mol. Its total energy is -4466.0865 a.u. As for the multiplicity: 1.

=====

2.
Molecular formula: C2H5NS
Method: DFT, the ωB97M-V functional and the def2-TZVPD basis

```
9
Properties=species:S:1:pos:R:3:forces:R:3
C 1.1019 0.2944 -0.0613 -0.6264 -2.2016 -3.0954
C -1.5641 -0.2730 0.1472 0.5150 -0.8708 -0.1193
N 2.2226 0.7934 0.1428 -0.9406 0.9451 1.5339
S -0.3429 0.9889 0.5242 -1.0661 1.5081 1.0434
H 0.7082 -0.5563 -0.8592 1.7979 1.2683 1.7646
H -1.6785 -0.9062 1.0521 -0.4509 0.5028 -0.6072
H -1.0100 -0.9146 -0.5837 -1.1189 0.3402 0.1593
H -2.5228 0.1643 -0.2415 1.1004 -0.5677 0.3826
H 3.0857 0.4091 -0.1206 0.7895 -0.9243 -1.0618
```
Positions in Å, forces in eV/Å.

As for the SMILES: [H]/N=C/SC. As for the LUMO energy: 1.001 eV. The value obtained for the energy relative to the best compared isomer or geometry (same formula, charge and spin) is 123.2 kJ/mol. Its total energy is -532.0956 a.u. As for the multiplicity: 1.

=====

> The highest energy relative to the best compared isomer or geometry (same formula, charge and spin) belongs to which entry?

C2H5NS